DFT (wB97M-V/def2-TZVPD) results for 2 unconnected molecules or ions with the total composition C2H11N2O in a non-equilibrium geometry.

Output
Energy relative to the best compared isomer or geometry (same formula, charge and spin)   11.3 kcal/mol
HOMO-LUMO gap   11.384 eV
Total energy   -267.3067 hartree
Charge   +1
HOMO level   -14.6 eV

Each line ends with the Löwdin charge.
Geometry (Å):
N -0.7149 0.1740 0.3142  0.1379
C -0.4441 1.0661 -0.8073  -0.1567
C 0.4739 0.3472 -1.8273  -0.2158
N 1.3026 -0.6183 -1.0995  0.0020
H -1.3990 0.4962 0.9933  0.1604
H -1.0787 -0.6945 -0.0908  0.1712
H 0.1526 -0.1447 0.7546  0.1270
H -1.3411 1.4616 -1.2808  0.1340
H 0.0182 1.9792 -0.4300  0.1329
H -0.1749 -0.2114 -2.4901  0.1181
H 0.9929 1.1388 -2.3510  0.1209
H 1.4680 -1.4373 -1.6754  0.0884
H 2.2780 -0.3220 -1.0940  0.0942
H 0.0647 -1.0024 3.5763  0.0697
H -1.1621 -1.3952 2.7855  0.0660
O -0.4647 -0.7206 2.8194  -0.0503

DFT (wB97M-V/def2-TZVPD) results for 3 unconnected molecules or ions with the total composition C2H11N2O2.

Output
Energy relative to the best compared isomer or geometry (same formula, charge and spin)   8.5 kcal/mol
HOMO-LUMO gap   11.815 eV
Total energy   -342.5749 hartree
Charge   +1
HOMO level   -14.8 eV

Each line ends with the Löwdin charge.
Geometry (Å):
C -0.1023 0.4612 1.9635  -0.0169
N 0.6987 -0.9633 -1.3024  0.1985
C 0.3302 -0.7652 -0.0519  -0.1543
N 0.4660 0.3446 0.6152  0.0339
H -0.3021 1.5168 2.1410  0.1017
H -1.0676 -0.0303 2.0412  0.0854
H 0.6060 0.1129 2.7065  0.0979
H 1.4183 -0.3640 -1.6760  0.1027
H 0.3927 -1.8108 -1.7483  0.1355
H -0.2378 -1.5530 0.4256  0.1500
H 0.7809 1.1833 0.1490  0.1257
H -3.3405 -1.8792 -0.5665  0.0494
H -3.0427 -1.1894 0.7574  0.0371
O -2.8328 -1.1606 -0.1801  -0.0515
H 1.5691 2.6203 -1.7895  0.0645
H 2.7755 1.7243 -1.9328  0.0748
O 1.8884 1.7523 -1.5519  -0.0345

DFT (wB97M-V/def2-TZVPD) results for 3 unconnected molecules or ions with the total composition C2H11N2O2 in a non-equilibrium geometry.

Output
Energy relative to the best compared isomer or geometry (same formula, charge and spin)   61.8 kcal/mol
HOMO-LUMO gap   9.271 eV
Total energy   -342.4900 hartree
Charge   +1
HOMO level   -12.3 eV

Each line ends with the Löwdin charge.
Geometry (Å):
C -0.2237 -0.6037 0.4089  -0.1939
C -0.4332 0.1036 -0.7336  -0.0864
N 0.1785 -0.5652 -1.9536  0.1495
N -1.0295 -0.7401 1.4950  0.1051
H 0.6558 -1.2767 0.4255  0.1280
H -0.4448 1.1729 -0.8935  0.1143
H 0.1970 -1.5795 -1.9575  0.1589
H 1.0501 -0.0883 -2.2391  0.1085
H -0.4961 -0.2801 -2.6622  0.1539
H -2.0093 -0.8630 1.2857  0.1174
H -0.5800 -0.7901 2.4081  0.0720
H -0.2277 -0.0691 4.8861  0.0615
H -1.5812 0.4597 4.4829  0.0632
O -0.8770 -0.1247 4.1749  -0.0545
H 1.6452 2.3198 -3.4309  0.0805
H 2.5227 1.2789 -2.9664  0.0731
O 1.6531 1.6456 -2.7304  -0.0510

DFT (wB97M-V/def2-TZVPD) results for 3 unconnected molecules or ions with the total composition C2H11N2O2 in a non-equilibrium geometry.

Output
Energy relative to the best compared isomer or geometry (same formula, charge and spin)   71.6 kcal/mol
HOMO-LUMO gap   9.577 eV
Total energy   -342.4743 hartree
Charge   +1
HOMO level   -13.2 eV

Each line ends with the Löwdin charge.
Geometry (Å):
C 0.1452 -0.5297 -0.6513  -0.0583
C -0.4778 -0.7236 -1.8189  -0.2069
N -0.3996 0.2302 -2.8165  0.0996
N -0.7703 -1.1528 0.5185  0.1704
H 0.4715 0.5497 -0.4564  0.1157
H -0.9528 -1.7288 -2.0516  0.1556
H -1.0460 -0.0939 -3.5129  0.0979
H 0.4493 0.7131 -3.0625  0.1217
H -0.1183 -1.6391 1.0599  0.1049
H -1.4667 -1.7394 0.0266  0.1475
H -1.3507 -0.4648 1.0901  0.1653
H 2.7877 1.6638 0.1461  0.0385
H 1.9239 1.3736 1.2227  -0.0210
O 2.0022 1.9784 0.5479  -0.0002
H 0.2582 0.9745 3.1289  0.0639
H -1.1066 0.3672 3.5885  0.0442
O -0.3491 0.2216 3.0409  -0.0389

DFT (wB97M-V/def2-TZVPD) results for 3 unconnected molecules or ions with the total composition C2H11N3O in a non-equilibrium geometry.

Output
Energy relative to the best compared isomer or geometry (same formula, charge and spin)   122.2 kcal/mol
HOMO-LUMO gap (alpha / beta)   10.172 / 6.817 eV
Total energy   -322.0899 hartree
HOMO level (alpha / beta)   -9.1 / -7.5 eV

Each line ends with the Löwdin charge.
Geometry (Å):
C -0.2650 -2.1436 -0.0354  -0.1670
C 1.5826 -0.6815 -0.1374  -0.1789
N 0.5569 -1.3240 -0.8841  -0.1214
H -0.3989 -0.0876 -1.0776  -0.0036
H -1.0340 -2.6518 -0.6211  0.0737
H 2.1169 -1.3631 0.5434  0.0843
H 0.3196 -2.9064 0.5033  0.0843
H -0.7794 -1.5544 0.7578  0.0893
H 1.1899 0.1340 0.5401  0.0692
H 2.3054 -0.2000 -0.8001  0.0785
N -0.2351 1.9429 0.8628  -0.0558
N -0.9606 0.8558 -0.9738  0.0024
O -0.8487 2.8974 1.6297  -0.1190
H -0.4190 3.7269 1.3752  0.0820
H -0.6779 1.0858 1.1949  0.0166
H -1.9296 0.7480 -1.2731  0.0324
H -0.5230 1.5217 -1.6045  0.0330

DFT (wB97M-V/def2-TZVPD) results for a molecular structure, C2H11N6Ru in a non-equilibrium geometry.

Output
Energy relative to the best compared isomer or geometry (same formula, charge and spin)   52.2 kcal/mol
Multiplicity   5
HOMO-LUMO gap (alpha / beta)   6.755 / 5.991 eV
Total energy   -505.6342 hartree
Charge   +1
HOMO level (alpha / beta)   -10.5 / -13.3 eV

Each line ends with the Löwdin charge.
Geometry (Å):
C 2.8394 -1.4507 0.5982  -0.3887
Ru 1.1706 -0.5855 0.3848  0.8748
N 0.7266 -1.6882 -1.3118  -0.0605
H 1.2559 0.3873 1.6537  -0.0289
H 0.6663 -1.7568 1.5859  0.0885
H 3.3594 -1.3329 1.6138  0.0362
H 3.2466 -0.6892 -0.2228  0.0612
H 3.0742 -2.5676 0.3006  0.0592
H 0.5526 -1.0253 -2.0942  0.0926
H -0.1101 -2.2298 -1.2036  0.0553
H 1.4710 -2.3070 -1.6121  0.0687
N -2.4558 3.2657 -0.5959  0.2451
N -2.0066 2.1110 0.0689  -0.2363
N -2.8458 1.0568 0.1481  0.0766
C -1.9770 0.0465 0.4077  -0.1411
N -0.6909 0.4435 0.3695  -0.2250
N -0.6837 1.7627 0.0634  0.0388
H -1.8391 4.0522 -0.3483  0.1388
H -3.4265 3.4521 -0.4012  0.1267
H -2.3268 -0.9447 0.5953  0.1181

DFT (wB97M-V/def2-TZVPD) results for 3 unconnected molecules or ions with the total composition C2H11NO2 in a non-equilibrium geometry.

Output
Energy relative to the best compared isomer or geometry (same formula, charge and spin)   15.0 kcal/mol
SMILES string   CCN.O.O
HOMO-LUMO gap   10.831 eV
Total energy   -288.0146 hartree
HOMO level   -10.1 eV

Each line ends with the Löwdin charge.
Geometry (Å):
H -0.7729 0.7538 -0.4553  -0.0103
O -0.8955 1.8458 -0.3361  -0.1995
N -0.5903 -0.6348 -0.2100  -0.0072
H -0.2204 2.2859 -0.8828  0.0204
H -0.5663 -1.0842 0.6983  0.1125
C 0.5906 -0.9892 -1.0036  -0.2974
H 1.4726 -0.4275 -0.6681  0.1201
H 0.3403 -0.6509 -2.0120  0.1178
H -1.4244 -1.0668 -0.6020  0.1139
C 0.9507 -2.4664 -0.9530  -0.1050
H 1.2451 -2.7671 0.0583  0.0796
H 0.2165 -3.1112 -1.4298  0.0688
H 1.7920 -2.6470 -1.6303  0.0718
O 0.0712 1.8422 2.3906  -0.0933
H -0.0230 1.8312 1.4236  -0.0199
H -0.5501 2.4983 2.7237  0.0275

DFT (wB97M-V/def2-TZVPD) results for 4 unconnected molecules or ions with the total composition C2H11NO2 in a non-equilibrium geometry.

Output
Energy relative to the best compared isomer or geometry (same formula, charge and spin)   140.5 kcal/mol
HOMO-LUMO gap   7.106 eV
Total energy   -287.8145 hartree
HOMO level   -9.4 eV

Each line ends with the Löwdin charge.
Geometry (Å):
C -0.6833 -0.8460 0.8349  -0.1398
C -1.4350 -0.5068 -0.4649  -0.3712
N -1.5601 0.9695 -0.5008  -0.0371
H -0.0379 0.0193 1.1401  0.0748
H -0.2015 -1.7897 0.9641  0.0651
H -1.4805 -0.7602 1.5740  0.0934
H -2.4479 -0.9623 -0.3882  0.1070
H -0.9924 -0.8893 -1.3948  0.0877
H -0.6250 1.2905 -0.9054  0.0445
H -2.2211 1.1804 -1.2619  0.0641
H 1.9489 0.4669 0.4346  -0.0346
H 3.2719 0.2131 1.4966  0.1009
O 2.3225 -0.1144 1.1965  -0.1960
H 1.9989 1.4736 -1.3579  0.0006
H 0.9082 -0.7590 -0.3867  0.4199
O 1.2342 1.0142 -0.9802  -0.2793

DFT (wB97M-V/def2-TZVPD) results for 3 unconnected molecules or ions with the total composition C2H11NO2 in a non-equilibrium geometry.

Output
Energy relative to the best compared isomer or geometry (same formula, charge and spin)   25.4 kcal/mol
SMILES string   CCN.O.O
HOMO-LUMO gap   10.547 eV
Total energy   -287.9980 hartree
HOMO level   -9.8 eV

Each line ends with the Löwdin charge.
Geometry (Å):
H 0.4182 0.6653 -1.3057  -0.0222
O 0.7597 0.4472 -2.3183  -0.1956
N -0.3678 1.1941 -0.1974  -0.0126
H 1.3941 1.1748 -2.3663  0.0012
H 0.0688 1.8245 0.4639  0.0980
C -0.9853 -0.0218 0.4380  -0.2500
H -0.3000 -0.8705 0.2938  0.0942
H -1.9405 -0.2307 -0.0296  0.1122
H -1.1762 1.6455 -0.6162  0.1038
C -1.0242 0.0933 1.9704  -0.0961
H -0.3263 -0.6376 2.3778  0.0718
H -0.8545 1.0806 2.3913  0.0624
H -2.0414 -0.0759 2.3550  0.0716
O 2.1612 -2.4180 -0.9156  -0.0717
H 1.3899 -1.8449 -1.0526  0.0039
H 2.8241 -2.0257 -1.4886  0.0291

DFT (wB97M-V/def2-TZVPD) results for a molecular structure, C2H11NO2.

Output
Energy relative to the best compared isomer or geometry (same formula, charge and spin)   24.7 kcal/mol
Multiplicity   2
HOMO-LUMO gap (alpha / beta)   11.193 / 5.287 eV
Total energy   -287.6604 hartree
Charge   +1
HOMO level (alpha / beta)   -14.8 / -14.8 eV

Each line ends with the Löwdin charge.
Geometry (Å):
H 0.0369 1.2542 0.6929  0.0279
O 0.2182 0.9949 1.7814  0.0712
N 0.0019 1.2290 -0.5931  0.1681
H 0.5260 1.7147 2.3633  0.1125
H -0.8040 1.7973 -0.8774  0.1769
C -0.1852 -0.1962 -0.9655  -0.2131
H -1.0906 -0.5537 -0.4571  0.1450
H 0.6319 -0.7749 -0.5500  0.1257
H 0.9080 1.5780 -0.8986  0.1673
C -0.3110 -0.3104 -2.4757  -0.0470
H -0.2204 -1.3705 -2.7100  0.1018
H -1.3029 -0.0522 -2.8301  0.0892
H 0.4573 0.1806 -3.0744  0.0929
O 0.2151 -1.8733 1.7746  -0.0457
H 0.2426 -0.9110 1.7650  -0.0290
H 0.0700 -2.1481 2.6859  0.0562